Record 1
Below is 2 unconnected molecules or ions with the total composition C2H4O2Si at a distorted geometry, with properties calculated with ωB97M-V/def2-TZVPD.

Element x y z (Å)
O (-0.93, -2.12, -0.34)
Si (0.12, -1.08, -0.11)
C (1.22, 0.33, 0.60)
C (1.74, -0.26, -0.46)
H (1.51, 1.13, 1.20)
H (2.71, -0.14, -1.12)
O (-1.95, 0.73, 0.04)
H (-1.93, 0.46, -0.75)
H (-2.50, 0.95, 0.95)

SMILES: O=[si]1cc1.O
Gap between HOMO and LUMO in eV: 9.08
LUMO energy in eV: 0.0
Total charge: 0
Energy above the lowest of the compared OMol25 structures with the same formula, charge and spin in kJ/mol: 491.73

Taken from the Löwdin analysis, the atomic charges in e are: atom 1 (O): -0.3410, atom 2 (Si): 0.6146, atom 3 (C): -0.1630, atom 4 (C): -0.2271, atom 5 (H): 0.0180, atom 6 (H): 0.0796, atom 7 (O): -0.0648, atom 8 (H): -0.1225, atom 9 (H): 0.2061



Record 2
Below is a molecular structure, C27H37As2N2SV at a distorted geometry, with properties calculated with ωB97M-V/def2-TZVPD.

Element x y z (Å)
V (0.00, 0.00, 0.00)
C (3.23, 1.06, 1.34)
C (2.91, 0.10, 2.49)
C (3.58, -1.25, 2.24)
C (1.40, 0.01, 2.66)
C (0.70, -1.18, 2.68)
C (-0.68, -1.20, 2.69)
C (-1.40, -0.01, 2.66)
C (-2.89, -0.02, 2.67)
C (-0.70, 1.18, 2.68)
C (0.67, 1.19, 2.69)
H (4.29, 1.04, 1.08)
H (2.97, 2.09, 1.57)
H (2.68, 0.77, 0.44)
H (3.31, 0.52, 3.43)
H (3.16, -1.74, 1.36)
H (3.48, -1.93, 3.09)
H (4.65, -1.13, 2.06)
H (1.24, -2.12, 2.70)
H (-1.21, -2.14, 2.70)
H (-3.26, 0.02, 3.69)
H (-3.29, -0.91, 2.18)
H (-3.29, 0.86, 2.14)
H (-1.25, 2.11, 2.67)
H (1.20, 2.14, 2.71)
C (-1.44, 2.91, -3.14)
As (-0.96, 1.69, -1.66)
C (-1.27, 2.98, -0.19)
C (-2.66, 0.71, -1.55)
C (-3.88, 1.40, -1.49)
C (-5.09, 0.70, -1.42)
C (-5.09, -0.70, -1.42)
C (-3.88, -1.40, -1.49)
C (-2.66, -0.71, -1.55)
As (-0.96, -1.69, -1.66)
C (-1.44, -2.91, -3.14)
C (-1.27, -2.98, -0.19)
H (-2.39, 3.44, -2.93)
H (-1.55, 2.32, -4.08)
H (-0.64, 3.66, -3.27)
H (-2.24, 3.50, -0.31)
H (-0.46, 3.73, -0.20)
H (-1.25, 2.44, 0.78)
H (-3.91, 2.48, -1.49)
H (-6.02, 1.24, -1.37)
H (-6.02, -1.24, -1.37)
H (-3.91, -2.48, -1.49)
H (-2.39, -3.44, -2.93)
H (-0.64, -3.66, -3.27)
H (-1.55, -2.32, -4.08)
H (-2.24, -3.50, -0.31)
H (-1.25, -2.44, 0.78)
H (-0.45, -3.73, -0.20)
N (0.68, -1.98, -0.47)
C (1.53, -1.31, -1.26)
N (1.55, 0.00, -1.34)
C (2.52, 0.41, -2.24)
C (2.81, 1.74, -2.59)
C (3.83, 2.01, -3.52)
C (4.54, 0.97, -4.10)
C (4.27, -0.36, -3.77)
C (3.25, -0.62, -2.84)
S (2.68, -2.13, -2.23)
H (0.24, -1.43, 0.26)
H (0.94, -2.91, -0.18)
H (2.25, 2.55, -2.13)
H (4.05, 3.04, -3.78)
H (5.33, 1.19, -4.82)
H (4.83, -1.18, -4.23)
H (-1.75, 0.00, 0.00)

Gap between HOMO and LUMO (spin up / spin down) in eV: 6.78 / 7.46
Multiplicity: 3
LUMO energy (spin up / spin down) in eV: -7.2 / -6.3
Total charge: +2

Taken from the Löwdin analysis, the atomic charges in e are: atom 1 (V): 0.5244, atom 2 (C): -0.0465, atom 3 (C): -0.3418, atom 4 (C): -0.0558, atom 5 (C): -0.2034, atom 6 (C): -0.0417, atom 7 (C): -0.0613, atom 8 (C): -0.2994, atom 9 (C): -0.0184, atom 10 (C): -0.0552, atom 11 (C): -0.0185, atom 12 (H): 0.0955, atom 13 (H): 0.0832, atom 14 (H): 0.0458, atom 15 (H): 0.1618, atom 16 (H): 0.0646, atom 17 (H): 0.0921, atom 18 (H): 0.0942, atom 19 (H): 0.1228, atom 20 (H): 0.1277, atom 21 (H): 0.1074, atom 22 (H): 0.0891, atom 23 (H): 0.0900, atom 24 (H): 0.1247, atom 25 (H): 0.1312, atom 26 (C): -0.2436, atom 27 (As): 1.1796, atom 28 (C): -0.2677, atom 29 (C): -0.4543, atom 30 (C): -0.0869, atom 31 (C): -0.0421, atom 32 (C): -0.0436, atom 33 (C): -0.0908, atom 34 (C): -0.4376, atom 35 (As): 1.2025, atom 36 (C): -0.1824, atom 37 (C): -0.1946, atom 38 (H): 0.0459, atom 39 (H): 0.0476, atom 40 (H): 0.0421, atom 41 (H): 0.0462, atom 42 (H): 0.0510, atom 43 (H): -0.0165, atom 44 (H): 0.0941, atom 45 (H): 0.1186, atom 46 (H): 0.1180, atom 47 (H): 0.0908, atom 48 (H): 0.0544, atom 49 (H): 0.0474, atom 50 (H): 0.0581, atom 51 (H): 0.0648, atom 52 (H): 0.0224, atom 53 (H): 0.0651, atom 54 (N): -0.2218, atom 55 (C): -0.8003, atom 56 (N): -0.0719, atom 57 (C): -0.3027, atom 58 (C): 0.0011, atom 59 (C): -0.0440, atom 60 (C): -0.0451, atom 61 (C): -0.0405, atom 62 (C): -0.4398, atom 63 (S): 1.1959, atom 64 (H): -0.0368, atom 65 (H): 0.1405, atom 66 (H): 0.1081, atom 67 (H): 0.1222, atom 68 (H): 0.1254, atom 69 (H): 0.1233, atom 70 (H): 0.0854



Record 3
Below is 5 unconnected molecules or ions with the total composition C31H34BF32NO9P at a distorted geometry, with properties calculated with ωB97M-V/def2-TZVPD.

Element x y z (Å)
O (3.17, 1.05, -2.15)
P (2.34, 1.68, -3.20)
C (0.50, 1.55, -2.84)
O (0.25, 0.40, -2.15)
B (0.67, 0.34, -0.82)
O (0.33, -0.81, -0.16)
O (1.32, 1.39, -0.24)
C (-0.24, 2.82, -2.44)
C (-1.68, 2.45, -2.76)
C (-2.71, 3.54, -2.49)
O (-3.69, 3.58, -3.51)
C (-4.81, 2.80, -3.25)
C (-5.15, 1.82, -4.17)
C (-6.30, 1.04, -3.98)
C (-7.10, 1.24, -2.87)
C (-6.74, 2.22, -1.94)
C (-5.60, 3.01, -2.13)
C (-1.56, 2.04, -4.21)
N (-0.21, 1.33, -4.23)
H (2.57, 3.05, -3.46)
H (2.47, 1.04, -4.45)
H (1.08, -1.09, 0.37)
H (2.28, 1.37, -0.32)
H (-0.13, 3.07, -1.39)
H (0.13, 3.61, -3.08)
H (-1.99, 1.56, -2.22)
H (-3.15, 3.42, -1.51)
H (-2.22, 4.52, -2.49)
H (-4.55, 1.67, -5.05)
H (-6.55, 0.30, -4.73)
H (-7.99, 0.65, -2.73)
H (-7.37, 2.37, -1.08)
H (-5.34, 3.77, -1.41)
H (-2.31, 1.34, -4.55)
H (-1.55, 2.88, -4.88)
H (0.33, 1.83, -4.93)
H (-0.23, 0.36, -4.52)
C (-2.47, 8.62, 0.38)
C (-3.46, 7.63, -0.25)
C (-4.67, 7.19, 0.59)
F (-4.28, 6.54, 1.70)
F (-5.41, 6.34, -0.16)
F (-2.81, 6.53, -0.70)
F (-3.99, 8.26, -1.33)
O (-1.28, 8.09, 0.94)
C (-1.21, 7.66, 2.23)
C (-0.85, 6.17, 2.31)
F (-1.76, 5.42, 1.64)
F (-0.84, 5.79, 3.60)
F (-2.32, 7.94, 2.93)
F (-0.19, 8.32, 2.83)
H (-2.12, 9.22, -0.45)
H (-2.97, 9.30, 1.07)
H (-5.28, 8.05, 0.86)
H (0.14, 6.01, 1.87)
C (4.34, -3.32, -1.16)
C (3.36, -4.21, -1.95)
C (2.12, -4.73, -1.22)
F (2.46, -5.53, -0.19)
F (1.38, -5.46, -2.08)
F (4.02, -5.22, -2.53)
F (2.86, -3.41, -2.95)
O (5.50, -3.93, -0.65)
C (5.54, -4.52, 0.58)
C (5.84, -6.01, 0.49)
F (4.91, -6.64, -0.26)
F (5.81, -6.55, 1.73)
F (4.42, -4.27, 1.29)
F (6.56, -3.96, 1.26)
H (4.71, -2.61, -1.90)
H (3.82, -2.73, -0.40)
H (1.51, -3.90, -0.85)
H (6.82, -6.17, 0.04)
C (10.72, -6.06, 1.41)
C (9.74, -7.11, 0.86)
C (8.69, -7.67, 1.83)
F (9.28, -8.32, 2.85)
F (7.91, -8.56, 1.17)
F (10.41, -8.11, 0.28)
F (9.03, -6.47, -0.12)
O (12.01, -6.50, 1.78)
C (12.29, -6.95, 3.05)
C (12.74, -8.41, 3.03)
F (11.79, -9.20, 2.50)
F (12.96, -8.80, 4.31)
F (11.26, -6.75, 3.90)
F (13.33, -6.23, 3.50)
H (10.91, -5.40, 0.56)
H (10.26, -5.44, 2.18)
H (8.05, -6.89, 2.23)
H (13.66, -8.51, 2.46)
C (-8.77, 0.75, 4.46)
C (-8.32, -0.65, 4.01)
C (-6.93, -0.78, 3.38)
F (-6.84, -0.07, 2.24)
F (-6.71, -2.08, 3.08)
F (-9.24, -1.21, 3.21)
F (-8.25, -1.40, 5.15)
O (-9.63, 1.46, 3.59)
C (-9.17, 2.26, 2.59)
C (-9.63, 1.76, 1.22)
F (-9.21, 0.50, 0.99)
F (-9.10, 2.56, 0.26)
F (-7.83, 2.42, 2.63)
F (-9.72, 3.48, 2.75)
H (-9.38, 0.57, 5.34)
H (-7.93, 1.36, 4.78)
H (-6.16, -0.45, 4.08)
H (-10.72, 1.78, 1.15)

Gap between HOMO and LUMO in eV: 7.93
LUMO energy in eV: -3.4
Total charge: +1

Löwdin atomic charge list, values in e, 99 entries: atom 1 (O): -0.3666, atom 2 (P): 0.8362, atom 3 (C): -0.4943, atom 4 (O): 0.1415, atom 5 (B): -0.8047, atom 6 (O): 0.2299, atom 7 (O): 0.1766, atom 8 (C): -0.0655, atom 9 (C): -0.2419, atom 10 (C): -0.1368, atom 11 (O): -0.0535, atom 12 (C): -0.2759, atom 13 (C): -0.0207, atom 14 (C): -0.0665, atom 15 (C): -0.0689, atom 16 (C): -0.0437, atom 17 (C): 0.0054, atom 18 (C): -0.0350, atom 19 (N): 0.1307, atom 20 (H): 0.0455, atom 21 (H): 0.0393, atom 22 (H): 0.1194, atom 23 (H): 0.1027, atom 24 (H): 0.1433, atom 25 (H): 0.1360, atom 26 (H): 0.1644, atom 27 (H): 0.1289, atom 28 (H): 0.1313, atom 29 (H): 0.1018, atom 30 (H): 0.1031, atom 31 (H): 0.1044, atom 32 (H): 0.0817, atom 33 (H): 0.1087, atom 34 (H): 0.1279, atom 35 (H): 0.1479, atom 36 (H): 0.1533, atom 37 (H): 0.1903, atom 38 (C): -0.0374, atom 39 (C): -0.4399, atom 40 (C): -0.3000, atom 41 (F): 0.1001, atom 42 (F): 0.0912, atom 43 (F): 0.1139, atom 44 (F): 0.1103, atom 45 (O): 0.0490, atom 46 (C): -0.5546, atom 47 (C): -0.2883, atom 48 (F): 0.0879, atom 49 (F): 0.1105, atom 50 (F): 0.1611, atom 51 (F): 0.1529, atom 52 (H): 0.1506, atom 53 (H): 0.1512, atom 54 (H): 0.1774, atom 55 (H): 0.1730, atom 56 (C): -0.0468, atom 57 (C): -0.4409, atom 58 (C): -0.3117, atom 59 (F): 0.1061, atom 60 (F): 0.1048, atom 61 (F): 0.1492, atom 62 (F): 0.0869, atom 63 (O): 0.0581, atom 64 (C): -0.5384, atom 65 (C): -0.2842, atom 66 (F): 0.1129, atom 67 (F): 0.0958, atom 68 (F): 0.1523, atom 69 (F): 0.1452, atom 70 (H): 0.1484, atom 71 (H): 0.1405, atom 72 (H): 0.1659, atom 73 (H): 0.1520, atom 74 (C): -0.0434, atom 75 (C): -0.4299, atom 76 (C): -0.3109, atom 77 (F): 0.1059, atom 78 (F): 0.1026, atom 79 (F): 0.1463, atom 80 (F): 0.0822, atom 81 (O): 0.0528, atom 82 (C): -0.5487, atom 83 (C): -0.2879, atom 84 (F): 0.1028, atom 85 (F): 0.1052, atom 86 (F): 0.1547, atom 87 (F): 0.1475, atom 88 (H): 0.1491, atom 89 (H): 0.1486, atom 90 (H): 0.1570, atom 91 (H): 0.1764, atom 92 (C): -0.0366, atom 93 (C): -0.4466, atom 94 (C): -0.3054, atom 95 (F): 0.0887, atom 96 (F): 0.1010, atom 97 (F): 0.1397, atom 98 (F): 0.1072, atom 99 (O): 0.0564



Record 4
Below is 3 unconnected molecules or ions with the total composition C3H7NO4 at a distorted geometry, with properties calculated with ωB97M-V/def2-TZVPD.

Element x y z (Å)
C (-0.52, -0.06, -0.38)
C (-0.51, -1.54, -0.63)
N (1.48, 0.25, -0.16)
C (-0.64, 0.48, 0.89)
O (1.58, 1.68, -0.27)
O (2.09, -0.11, 1.05)
O (-2.42, 0.05, 0.08)
O (-0.49, 1.00, 1.90)
H (2.44, 1.83, -0.69)
H (1.82, 0.55, 1.73)
H (-2.81, 0.90, -0.19)
H (-0.50, 0.65, -1.20)
H (0.47, -1.84, -1.01)
H (-1.28, -1.76, -1.37)
H (-0.74, -2.10, 0.27)

Gap between HOMO and LUMO (spin up / spin down) in eV: 7.99 / 7.99
LUMO energy (spin up / spin down) in eV: 0.0 / 0.0
Total charge: 0
Energy above the lowest of the compared OMol25 structures with the same formula, charge and spin in kJ/mol: 827.30

Taken from the Löwdin analysis, the atomic charges in e are: atom 1 (C): -0.1869, atom 2 (C): -0.0296, atom 3 (N): -0.1811, atom 4 (C): -0.1449, atom 5 (O): -0.0931, atom 6 (O): -0.0752, atom 7 (O): -0.1992, atom 8 (O): 0.2870, atom 9 (H): 0.0908, atom 10 (H): 0.0774, atom 11 (H): 0.0250, atom 12 (H): 0.1547, atom 13 (H): 0.0862, atom 14 (H): 0.0912, atom 15 (H): 0.0977